# 1
The following is a DFT calculation (ωB97M-V/def2-TZVPD) of C7H14N2O in the gas phase at a distorted geometry.

```
24
Properties=species:S:1:pos:R:3:forces:R:3:lowdin_charge:R:1
C 1.636661 1.636038 -2.040284 -1.64 -1.81 0.98 0.150
C 0.813180 0.876608 -1.569607 1.13 1.40 -0.43 -0.108
C -1.638818 0.696836 -1.218577 -1.67 0.01 -2.52 -0.045
C -0.305984 -1.166625 -2.167181 1.46 -1.52 4.11 -0.048
C 0.311710 0.424152 1.354569 2.36 0.34 -0.99 -0.204
C 1.254809 -0.157742 2.403057 1.07 -0.47 -0.76 -0.264
C -0.275285 -0.001791 -1.178850 -0.12 -0.73 1.78 -0.465
N -0.973599 -1.474972 0.696684 -2.86 0.94 -0.72 -0.001
N 0.060007 -0.630264 0.350938 0.18 1.90 -2.58 -0.171
O 2.005675 0.864724 3.082205 -1.20 -0.34 0.59 -0.085
H 2.409435 2.146611 -2.515838 0.67 0.65 -0.30 0.014
H -2.423552 0.121353 -1.861531 1.67 0.71 0.68 0.110
H -2.163324 0.661295 -0.307030 -0.27 0.56 1.57 0.032
H -1.665665 1.725152 -1.670984 0.37 -0.88 0.81 0.100
H -1.238797 -1.652825 -2.022422 -0.79 -0.58 -0.22 0.053
H -0.147070 -0.856767 -3.138357 0.48 0.48 -1.98 0.061
H 0.473873 -1.850020 -1.695809 -0.65 0.50 -1.44 0.114
H -0.579788 0.756491 1.799581 -1.52 0.82 0.48 0.087
H 0.955778 1.295083 0.948699 -1.43 -1.30 0.18 0.144
H 2.020045 -0.631726 1.747098 -0.46 -0.24 0.87 0.124
H 0.757990 -0.912130 3.076819 0.62 0.77 -0.42 0.123
H -0.764187 -2.175815 1.383059 0.13 0.13 0.20 0.077
H -1.924128 -0.966255 0.818656 2.05 -1.29 0.34 0.115
H 1.401033 1.272589 3.725103 0.43 -0.05 -0.24 0.086
```
Positions in Å, forces in eV/Å.

As for the spin multiplicity: 1. Its energy relative to the best compared isomer or geometry (same formula, charge and spin) is 112.94 kcal per mole. The HOMO energy is -8.87 eV. The value obtained for the LUMO energy is 0.8 eV. The HOMO-LUMO gap comes out at 9.708 eV. The value obtained for the energy is -12509.043 eV.

# 2
The following is a DFT calculation (ωB97M-V/def2-TZVPD) of C5H9NO in the gas phase at a distorted geometry.

```
16
Properties=species:S:1:pos:R:3:forces:R:3:lowdin_charge:R:1
N 2.259706 0.530256 -1.334539 -0.49 -0.34 -0.08 0.195
C 1.620101 -0.172594 -0.579966 0.70 -0.54 -0.81 -0.196
C 0.962920 -1.106783 0.106755 0.34 -0.62 -1.12 -0.149
C -0.562328 -1.235903 0.026376 0.01 -0.08 -0.07 -0.191
C -1.248312 0.087713 -0.329895 0.13 0.01 -0.06 -0.187
C -0.854012 1.208921 0.643311 -0.41 0.04 0.11 -0.263
O 0.517430 1.179276 0.973078 -0.24 0.23 0.81 -0.136
H 2.620825 1.461108 -1.160640 -0.07 -0.26 0.51 0.089
H 1.563287 -1.964968 0.365699 0.02 -0.16 0.19 0.111
H 0.764163 0.211702 1.132593 -0.35 1.81 0.25 0.049
H -0.986254 -1.635724 0.959285 0.27 0.12 -0.09 0.114
H -0.762583 -1.980682 -0.751424 -0.21 0.04 0.11 0.108
H -0.966236 0.364346 -1.353804 0.03 0.01 0.14 0.112
H -2.340431 -0.033342 -0.328638 0.25 0.00 0.03 0.114
H -1.428561 1.132564 1.574670 -0.20 -0.08 -0.09 0.111
H -1.100005 2.182251 0.194627 0.21 -0.18 0.15 0.117
```
Positions in Å, forces in eV/Å.

As for the spin multiplicity: 1. Its energy relative to the best compared isomer or geometry (same formula, charge and spin) is 71.60 kcal per mole. The HOMO energy is -8.35 eV. The value obtained for the LUMO energy is 1.0 eV. The HOMO-LUMO gap comes out at 9.329 eV. The value obtained for the energy is -8866.108 eV.

# 3
The following is a DFT calculation (ωB97M-V/def2-TZVPD) of C6H10 in the gas phase.

```
16
Properties=species:S:1:pos:R:3:forces:R:3:lowdin_charge:R:1
C 1.978924 0.443898 -0.004301 0.00 -0.08 -0.02 -0.109
C 0.736029 -0.209405 0.639057 0.04 -0.25 0.07 -0.227
C -0.399116 -0.438514 -0.422993 0.08 0.16 -0.02 -0.359
C -1.632345 -1.360505 -0.139403 0.08 0.01 0.12 -0.055
C -0.860013 0.945328 -0.577263 -0.20 0.58 0.20 -0.147
C -1.129533 2.066364 -0.228972 0.18 -0.33 -0.11 0.108
H 2.218433 -0.019437 -0.968447 -0.01 -0.03 0.15 0.071
H 1.843483 1.516184 -0.195629 -0.16 -0.29 0.08 0.069
H 2.863219 0.342419 0.635209 -0.21 -0.03 -0.04 0.069
H 1.003709 -1.148899 1.126360 0.06 -0.13 -0.13 0.103
H 0.374791 0.474716 1.418733 -0.09 -0.40 -0.12 0.108
H 0.112753 -0.843017 -1.304278 -0.20 0.32 -0.06 0.125
H -1.698045 -1.686590 0.901810 0.15 0.11 -0.04 0.073
H -2.565608 -0.830947 -0.368838 0.30 -0.05 0.10 0.072
H -1.637150 -2.258485 -0.771273 0.26 0.21 0.19 0.070
H -1.209533 3.006884 0.260229 -0.27 0.20 -0.38 0.029
```
Positions in Å, forces in eV/Å.

As for the spin multiplicity: 1. Its energy relative to the best compared isomer or geometry (same formula, charge and spin) is 47.86 kcal per mole. The HOMO energy is -9.72 eV. The value obtained for the LUMO energy is 1.2 eV. The HOMO-LUMO gap comes out at 10.910 eV. The value obtained for the energy is -6381.784 eV.

# 4
The following is a DFT calculation (ωB97M-V/def2-TZVPD) of a molecular structure, C9H12FIrO4S5Sb at a distorted geometry.

```
33
Properties=species:S:1:pos:R:3:forces:R:3:lowdin_spin:R:1
Ir -1.601221 -0.387194 0.155433 -1.26 2.67 -1.09 2.470
S -6.551921 0.396206 -2.264467 0.41 -0.34 0.55 0.298
Sb -5.043921 -0.559094 -0.718867 -1.01 0.15 -0.60 0.673
S -3.072721 0.845406 -1.258167 0.94 -0.45 0.62 0.624
S -2.638221 -1.524994 2.126133 -0.55 0.42 0.56 0.289
F 4.592379 1.157006 2.102733 -0.40 -0.02 -0.09 0.011
C 3.227979 1.201106 1.881933 0.06 0.00 -0.05 0.045
C 2.738979 1.891006 0.784933 0.67 -0.12 0.38 -0.003
C 1.378079 1.960406 0.593033 -0.64 -0.15 0.37 0.039
C 0.458479 1.360806 1.494233 0.97 0.27 0.20 0.026
C -0.952621 1.471206 1.298533 -0.62 -0.54 -0.11 0.089
C 1.016179 0.664206 2.595033 -0.31 0.25 -0.39 0.038
C 2.372879 0.572906 2.778533 0.65 0.18 -0.13 -0.002
H 3.422779 2.400406 0.119333 0.08 -0.05 -0.06 -0.001
H 0.981179 2.508706 -0.251067 -0.05 0.13 -0.08 0.002
H -1.246321 2.352806 0.726633 -0.06 -0.26 -0.05 0.006
H -1.540021 1.362706 2.209533 0.05 0.07 -0.02 0.001
H 0.347479 0.200406 3.303933 -0.09 -0.06 0.07 0.002
H 2.787779 0.035606 3.619033 0.05 -0.04 0.08 -0.001
C 0.124279 0.268506 -3.249367 0.01 -0.20 0.31 0.004
C 0.702879 -0.835794 -2.373267 -0.04 -0.11 -0.55 0.006
O 0.672679 -0.505794 -1.003967 0.18 0.24 0.49 0.082
H 0.049379 -0.091194 -4.271967 -0.02 0.05 -0.22 0.000
H 0.745479 1.166406 -3.229667 0.10 0.03 -0.02 0.000
H -0.869821 0.535006 -2.889667 -0.05 -0.03 -0.07 0.008
H 1.740979 -1.061094 -2.671367 -0.20 -0.06 0.05 0.003
H 0.102879 -1.744894 -2.457567 0.14 0.08 -0.04 0.001
H 1.128779 0.337306 -0.859667 -0.06 -0.15 0.13 0.002
O -1.928521 -4.356694 0.607133 -0.07 0.15 -0.30 0.012
S -1.045421 -3.293994 0.176533 0.57 -2.98 0.56 0.016
O 0.289179 -3.736594 -0.177567 0.16 0.33 -0.10 0.007
O -1.654721 -2.416194 -0.825567 -0.01 0.54 -0.33 0.077
S -0.735221 -2.174594 1.929533 0.38 0.00 -0.07 0.178
```
Positions in Å, forces in eV/Å.

Its net charge is -2. As for the spin multiplicity: 6. Its energy relative to the best compared isomer or geometry (same formula, charge and spin) is 45.87 kcal per mole. The HOMO energy (alpha / beta) is -0.21 / -1.60 eV. The value obtained for the LUMO energy (alpha / beta) is 4.5 / 4.2 eV. The HOMO-LUMO gap (alpha / beta) comes out at 4.764 / 5.758 eV. The expectation value of S² is 8.782. The value obtained for the energy is -83987.506 eV.

# 5
The following is a DFT calculation (ωB97M-V/def2-TZVPD) of a molecular structure, C6H13NO2 at a distorted geometry.

```
22
Properties=species:S:1:pos:R:3:forces:R:3:lowdin_charge:R:1
C -2.397802 0.843792 -0.644791 0.34 0.38 -0.21 0.016
C -1.329709 -0.176799 -0.857636 -0.51 -1.77 0.55 -0.422
N -1.051839 -1.726774 1.118751 -0.10 0.62 -0.55 0.132
O -0.642933 -0.450783 0.546565 -0.58 -0.12 -0.20 -0.227
O -1.237832 -1.021686 -1.680714 0.15 0.90 0.61 0.162
H -0.443629 -2.405598 0.652698 0.17 0.09 0.14 0.077
H -0.727957 -1.641001 2.080464 0.03 -0.04 -0.14 0.096
H -2.108203 1.577055 0.100547 0.03 -0.01 0.00 0.089
H -2.611427 1.335402 -1.592114 -0.07 -0.05 0.01 0.100
H -3.288797 0.312032 -0.300755 0.13 -0.06 -0.03 0.106
C 1.461002 0.633669 1.431429 -0.18 -0.05 0.02 -0.064
C 0.692882 1.104363 -1.179529 0.43 -0.74 1.20 -0.024
C 0.976132 -0.213656 0.286610 0.63 1.27 -1.57 -0.432
C 1.629508 -1.333045 -0.115555 -0.25 -0.18 0.13 -0.059
H 0.888788 1.557458 1.502726 0.02 -0.02 0.07 0.081
H 2.509817 0.890939 1.278867 -0.04 -0.03 -0.06 0.090
H 1.385588 0.089409 2.375618 -0.03 0.04 -0.02 0.080
H 1.651709 1.558740 -0.934467 0.05 0.02 -0.09 0.038
H -0.017824 1.933323 -1.249148 -0.23 -0.08 0.11 0.030
H 0.789714 0.580530 -2.127847 -0.06 -0.10 0.10 0.045
H 2.650612 -1.485566 0.203643 -0.09 -0.12 0.16 0.045
H 1.222200 -1.961801 -0.895362 0.17 0.07 -0.22 0.042
```
Positions in Å, forces in eV/Å.

As for the spin multiplicity: 1. Its energy relative to the best compared isomer or geometry (same formula, charge and spin) is 171.26 kcal per mole. The HOMO energy is -6.75 eV. The value obtained for the LUMO energy is 0.6 eV. The HOMO-LUMO gap comes out at 7.393 eV. The value obtained for the energy is -12011.299 eV.

# 6
The following is a DFT calculation (ωB97M-V/def2-TZVPD) of a molecular structure, C6H13NO4 at a distorted geometry.

```
24
Properties=species:S:1:pos:R:3:forces:R:3:lowdin_charge:R:1
C 1.593295 -1.065584 0.658043 -0.50 4.95 1.87 -0.234
C 0.605712 -0.961531 -0.530539 1.82 -1.62 -0.81 -0.234
C -0.357892 1.111515 -1.413792 -0.36 1.04 -1.30 -0.227
C -0.715678 1.295409 -0.015948 -0.94 4.98 2.01 -0.275
C -1.307613 0.118685 0.789898 -1.45 2.11 -0.96 -0.306
C -0.850292 -1.121403 0.093786 3.13 -0.32 0.60 -0.405
H 2.940667 0.656243 0.249773 -1.28 -4.94 0.96 0.199
H 1.805669 -2.044024 0.872937 0.56 -2.58 0.26 0.085
H 1.081547 -0.663152 1.617031 0.89 -0.32 -1.29 0.126
H 1.194835 -1.768683 -1.165961 -2.53 0.70 0.67 0.185
H 1.053685 0.046038 -2.303183 0.04 -0.34 1.67 0.145
H -1.228209 0.969610 -2.086391 -0.10 -1.60 0.24 0.110
H -0.205390 2.155408 -1.869809 1.18 -1.28 1.01 0.149
H -1.457269 2.226713 -0.060614 1.25 -1.80 0.90 0.177
H 0.814221 1.769018 1.351999 -0.80 -0.14 0.31 0.088
H -2.442466 0.145756 0.675740 1.31 -0.06 -0.30 0.174
H -1.227381 -0.441152 2.751562 0.18 1.36 -1.59 0.147
H -0.611428 -1.768776 0.892252 -0.20 -1.62 1.03 0.131
H -2.079555 -0.932357 -1.645285 1.20 -3.29 4.86 0.291
N 0.785689 0.227153 -1.302644 0.08 0.53 -4.99 -0.038
O 2.896687 -0.445323 0.497459 -0.18 3.47 -1.07 -0.145
O 0.623090 1.802347 0.410589 -1.33 0.11 0.86 -0.055
O -1.061322 0.351203 2.151102 0.57 -1.30 1.58 -0.031
O -1.850599 -1.663109 -0.618015 -2.55 1.97 -6.50 -0.056
```
Positions in Å, forces in eV/Å.

As for the spin multiplicity: 1. Its energy relative to the best compared isomer or geometry (same formula, charge and spin) is 126.74 kcal per mole. The HOMO energy is -8.46 eV. The value obtained for the LUMO energy is 0.2 eV. The HOMO-LUMO gap comes out at 8.689 eV. The value obtained for the energy is -16107.303 eV.